(1)
{"formula": "C4H6N2O", "method": "wB97M-V/def2-TZVPD", "homo_energy_ev": -10.665, "max_force_ev_per_a": 1.09, "smiles": "[H]/N=C/OCCC#N", "de_lowest_kj_mol": 164.3, "multiplicity": 1, "species": ["N", "C", "O", "C", "C", "C", "N", "H", "H", "H", "H", "H", "H"], "xyz": [[-2.12, 0.15, -1.31], [-1.53, 0.34, -0.22], [-0.78, -0.62, 0.39], [0.41, -1.03, -0.27], [1.57, -0.54, 0.61], [1.60, 0.93, 0.75], [1.56, 2.07, 0.96], [-2.63, 1.00, -1.55], [-1.54, 1.27, 0.35], [0.44, -0.63, -1.29], [0.43, -2.12, -0.32], [1.42, -0.95, 1.61], [2.54, -0.88, 0.24]]}

***

(2)
{"formula": "C4H6N2O", "method": "wB97M-V/def2-TZVPD", "homo_energy_ev": -9.264, "max_force_ev_per_a": 5.23, "de_lowest_kj_mol": 698.0, "multiplicity": 1, "species": ["C", "C", "C", "C", "H", "H", "H", "H", "H", "H", "N", "N", "O"], "xyz": [[-1.03, 0.13, -0.17], [1.22, 1.04, -0.06], [1.39, -0.39, -0.21], [0.01, -0.98, -0.51], [-2.81, -0.90, -0.18], [-0.49, 1.66, 1.59], [1.82, 1.61, -0.99], [1.43, 1.35, 0.95], [2.34, -0.70, -0.66], [-0.12, -1.85, -1.28], [-2.30, -0.08, 0.13], [-0.30, 1.33, -0.14], [0.81, -1.10, 0.79]]}

***

(3)
{"formula": "C4H6N2O", "method": "wB97M-V/def2-TZVPD", "homo_energy_ev": -8.510, "max_force_ev_per_a": 0.43, "smiles": "[H]/N=C/C(N)=C=CO", "de_lowest_kj_mol": 290.1, "multiplicity": 1, "species": ["N", "C", "C", "N", "C", "O", "C", "H", "H", "H", "H", "H", "H"], "xyz": [[-2.05, 0.38, -0.21], [-0.72, -0.08, -0.14], [-0.55, -1.50, -0.55], [0.54, -2.13, -0.38], [1.42, 1.36, 0.29], [2.10, 1.51, 1.47], [0.33, 0.66, 0.16], [-2.72, -0.26, 0.21], [-2.16, 1.31, 0.18], [-1.45, -1.95, -1.01], [0.45, -3.08, -0.75], [2.96, 1.89, 1.28], [1.84, 1.90, -0.56]]}

***

(4)
{"formula": "C4H6N2O", "method": "wB97M-V/def2-TZVPD", "homo_energy_ev": -8.156, "max_force_ev_per_a": 0.35, "de_lowest_kj_mol": 385.1, "multiplicity": 1, "species": ["C", "C", "N", "C", "C", "O", "N", "H", "H", "H", "H", "H", "H"], "xyz": [[-1.79, 0.94, -0.55], [-0.51, 0.21, -0.29], [0.54, 0.25, -1.10], [1.42, -0.61, -0.51], [0.94, -1.26, 0.72], [1.99, -0.06, 1.08], [-0.33, -0.59, 0.78], [-1.65, 1.63, -1.38], [-2.11, 1.50, 0.33], [-2.57, 0.22, -0.81], [2.34, -0.84, -1.02], [2.77, -0.58, 1.31], [-1.04, -0.81, 1.45]]}

***

no.,lowest unoccupied orbital energy (eV),Kohn-Sham gap (eV),energy (eV)
1,0.7,11.41,-9271.79946
2,-1.2,8.05,-9266.26762
3,0.6,9.15,-9270.49569
4,0.5,8.61,-9269.51040